[1]
C3H3NO2 | the ωB97M-V functional and the def2-TZVPD basis

Geometry as XYZ:
```
9
Properties=species:S:1:pos:R:3:forces:R:3
O -1.244 -0.786 1.925 0.367 0.006 -0.510
C -0.599 -0.342 1.006 -1.183 0.035 0.971
N -0.843 -0.402 -0.338 1.048 -0.411 -0.761
C 0.281 0.185 -1.016 0.291 -0.394 0.336
C 1.068 0.699 -0.021 -2.410 -1.211 -2.087
O 0.503 0.434 1.172 -0.172 -0.205 1.181
H -1.416 -1.173 -0.690 0.408 0.689 0.115
H 0.391 0.031 -2.113 0.011 0.597 1.269
H 1.861 1.354 0.075 1.640 0.893 -0.514
```
Positions in Å, forces in eV/Å.

net charge = 0
SMILES = O=c1[nH]cco1
energy = -8744.276 eV
frontier orbital gap = 0.355 hartree



[2]
C2H4ClFN2 | the ωB97M-V functional and the def2-TZVPD basis

Geometry as XYZ:
```
10
Properties=species:S:1:pos:R:3:forces:R:3
N 0.746 -1.416 0.588 -1.449 -0.418 0.572
N 1.340 -0.353 0.036 0.658 -0.658 -0.461
C 0.682 0.659 -0.314 -2.039 0.262 0.669
C -0.821 0.747 -0.078 0.121 0.806 0.616
F -1.393 -0.310 -0.728 -0.612 -0.562 0.268
Cl -1.571 2.207 -0.769 0.310 0.174 -0.072
H 1.320 -2.236 0.552 0.062 -0.064 0.062
H -0.289 -1.590 0.518 1.663 0.415 -0.160
H 1.118 1.477 -0.816 0.835 0.747 -0.284
H -1.132 0.815 1.011 0.450 -0.702 -1.211
```
Positions in Å, forces in eV/Å.

net charge = 0
SMILES = N/N=C\[C@H](F)Cl
energy = -20357.496 eV
frontier orbital gap = 0.379 hartree



So what do the calculations give for LUMO level? Going down the list: 0.759; 0.906 eV.
So what do the calculations give for HOMO? Going down the list: -8.90; -9.41 eV.